[1]
The following is a quantum chemistry calculation of 6 unconnected molecules or ions with the total composition C10H34NO9 in a non-equilibrium geometry, from the Open Molecules 2025 dataset.

Each line ends with the Mulliken charge.
Atoms and positions in Å:
N -0.176 -0.430 0.522  0.256
H -0.190 -0.173 -0.478  0.183
H 0.490 -1.212 0.621  0.144
H -1.106 -0.727 0.842  0.481
H 0.179 0.400 0.992  0.202
C -4.525 1.061 -0.281  -1.199
C -3.576 0.792 0.876  -0.035
O -2.977 -0.486 0.793  -0.534
H -5.382 0.385 -0.208  0.419
H -4.034 0.807 -1.225  0.258
H -4.879 2.087 -0.314  0.339
H -4.137 0.905 1.817  0.266
H -2.805 1.558 0.981  0.185
H -3.675 -1.137 0.673  0.266
C 0.948 -1.593 -4.025  -0.631
C 0.882 -0.484 -3.015  -0.042
O -0.361 -0.416 -2.318  -0.601
O -0.103 -1.488 -4.972  -0.528
H 0.999 -2.584 -3.572  0.286
H 1.880 -1.432 -4.575  0.332
H 1.125 0.479 -3.480  0.126
H 1.688 -0.605 -2.279  0.247
H -1.039 -0.515 -2.997  0.299
H -0.842 -2.041 -4.706  0.319
C 1.583 -3.710 0.851  -0.307
C 0.110 -3.750 1.126  -0.693
O -0.316 -2.782 2.061  -0.469
O 1.910 -2.403 0.289  -0.549
H 1.822 -4.470 0.108  0.396
H 2.148 -3.822 1.780  0.309
H -0.134 -4.773 1.436  0.395
H -0.422 -3.562 0.191  0.286
H 0.105 -2.952 2.910  0.291
H 2.827 -2.450 0.004  0.255
C 0.363 3.675 -2.085  -0.318
C -0.682 3.154 -1.142  -0.548
O -0.112 2.317 -0.132  -0.336
O 1.193 4.550 -1.335  -0.539
H -0.130 4.205 -2.909  0.392
H 0.945 2.841 -2.497  0.131
H -1.426 2.571 -1.682  0.334
H -1.190 3.996 -0.661  0.355
H 0.483 2.865 0.393  0.218
H 1.892 4.881 -1.906  0.308
C 1.561 0.377 4.090  -0.361
C 2.711 0.421 3.134  -0.377
O 2.201 0.711 1.828  -0.329
O 0.987 1.660 4.330  -0.539
H 1.888 0.015 5.064  0.387
H 0.793 -0.323 3.728  0.131
H 3.216 -0.555 3.138  0.331
H 3.448 1.153 3.480  0.307
H 2.945 0.893 1.246  0.182
H 0.898 2.118 3.489  0.318

The energy above the lowest of the compared OMol25 structures with the same formula, charge and spin comes out at 0.00 kJ/mol. As for the total charge: +1. The calculation puts the total energy at -1133.062900 Eh.

=====

[2]
The following is a quantum chemistry calculation of 9 unconnected molecules or ions with the total composition C10H34O11 in a non-equilibrium geometry, from the Open Molecules 2025 dataset.

Each line ends with the Mulliken charge.
Atoms and positions in Å:
C -0.210 3.344 0.795  -1.475
C 0.418 2.085 1.289  0.843
C 1.687 1.728 0.465  0.474
O 2.639 2.036 1.407  -0.388
C 2.135 2.347 2.656  0.601
O 2.786 2.513 3.723  -0.619
O 0.839 2.235 2.627  -0.407
H 0.490 4.178 0.752  0.384
H -0.915 3.714 1.539  0.391
H -0.689 3.208 -0.175  0.275
H -0.244 1.219 1.303  -0.041
H 1.802 2.306 -0.452  0.172
H 1.546 0.651 0.371  -0.280
C -1.921 -1.058 3.984  -0.358
O -1.303 -0.397 5.063  -0.558
H -2.872 -1.515 4.259  0.319
H -2.312 -0.329 3.274  0.225
H -1.224 -1.795 3.587  0.030
H -0.389 -0.196 4.853  0.317
C 3.247 -2.066 -1.261  -0.193
O 3.478 -3.462 -1.412  -0.511
H 2.664 -1.637 -0.447  -0.008
H 4.240 -1.618 -1.301  0.351
H 2.684 -1.660 -2.102  0.080
H 2.625 -3.904 -1.422  0.294
C 2.039 -1.825 2.861  -0.665
O 1.647 -1.714 4.261  -0.530
H 3.082 -1.512 2.892  0.447
H 2.025 -2.835 2.450  0.321
H 1.532 -1.136 2.185  0.117
H 2.293 -1.086 4.593  0.321
C -4.351 0.578 -2.745  -0.362
O -4.118 -0.789 -2.869  -0.495
H -5.266 0.609 -2.153  0.236
H -3.491 1.017 -2.241  0.063
H -4.429 0.948 -3.768  0.286
H -4.512 -1.097 -3.689  0.297
C -0.679 -0.750 -1.134  -0.699
O -0.069 -1.122 0.071  -0.173
H -1.358 0.063 -0.879  0.284
H 0.054 -0.407 -1.864  0.035
H -1.242 -1.511 -1.674  0.436
H -0.730 -1.516 0.645  0.179
C 0.129 3.199 -3.620  -0.524
O -0.193 1.816 -3.847  -0.435
H -0.620 3.543 -2.906  0.170
H 1.066 3.280 -3.070  0.208
H 0.160 3.820 -4.516  0.333
H -0.076 1.573 -4.768  0.265
O 1.054 -2.304 -4.208  -0.649
H 0.251 -2.034 -4.653  0.309
H 0.965 -1.958 -3.320  0.333
O -1.929 -2.585 1.526  -0.571
H -1.823 -3.312 2.141  0.315
H -2.612 -2.879 0.923  0.232

The energy above the lowest of the compared OMol25 structures with the same formula, charge and spin comes out at 104.03 kJ/mol. The calculation puts the total energy at -1228.894548 Eh. The structure (SMILES) is C[C@H]1COC(=O)O1.CO.CO.CO.CO.CO.CO.O.O.

=====

[3]
The following is a quantum chemistry calculation of a molecular structure, C10H35BrN13O7Y in a non-equilibrium geometry, from the Open Molecules 2025 dataset.

Each line ends with the Mulliken charge.
Atoms and positions in Å:
Y 3.467 19.094 -3.909  1.375
Br 4.590 16.599 -3.117  -0.595
C 3.972 19.447 -0.244  0.389
O 3.649 19.276 -1.413  -0.359
N 4.844 20.360 0.023  -0.187
N 3.505 18.755 0.706  -0.407
H 5.533 20.690 -0.638  0.257
H 4.935 20.509 1.018  0.180
H 3.613 19.113 1.644  0.181
H 2.716 18.146 0.546  0.258
C 1.364 16.791 -4.933  0.600
O 2.092 17.707 -4.942  -0.194
N 0.783 16.252 -3.884  -0.421
N 1.029 16.084 -5.863  -0.350
H 1.042 16.562 -2.958  0.134
H -0.046 15.714 -4.087  0.176
H 0.483 15.253 -5.682  0.161
H 1.571 16.276 -6.694  0.260
C 2.932 22.261 -2.630  0.405
O 3.239 21.300 -3.286  -0.454
N 2.121 22.172 -1.642  -0.270
N 3.408 23.439 -2.845  -0.348
H 1.815 23.068 -1.291  0.186
H 1.582 21.366 -1.359  0.182
H 2.933 24.083 -2.229  0.141
H 3.830 23.622 -3.744  0.277
C 0.162 19.680 -2.681  0.266
O 1.281 19.428 -3.149  -0.376
N -0.224 19.281 -1.551  -0.331
N -0.858 20.269 -3.243  -0.377
H 0.245 18.442 -1.238  0.244
H -1.061 19.597 -1.083  0.174
H -1.763 20.533 -2.881  0.190
H -0.950 20.256 -4.249  0.204
C 4.915 18.301 -7.033  0.465
O 4.559 18.686 -5.965  -0.455
N 4.599 17.102 -7.472  -0.429
N 5.787 18.886 -7.771  -0.414
H 5.017 16.871 -8.362  0.161
H 4.131 16.482 -6.826  0.220
H 6.046 18.472 -8.656  0.171
H 5.968 19.861 -7.583  0.220
C 1.956 21.617 -6.159  0.605
O 2.240 20.587 -5.571  -0.204
N 2.891 22.483 -6.537  -0.443
N 0.750 21.913 -6.502  -0.456
H 2.703 23.209 -7.214  0.184
H 3.799 22.402 -6.103  0.156
H 0.047 21.214 -6.311  0.212
H 0.477 22.758 -6.983  0.175
C 7.892 18.811 -4.146  -1.442
C 6.975 19.689 -3.141  -0.009
C 7.580 20.906 -2.522  -0.837
O 6.533 21.452 -1.686  -0.452
C 6.835 22.782 -1.287  -1.068
N 5.683 20.046 -3.696  0.564
H 7.543 17.848 -4.518  0.282
H 8.893 18.742 -3.719  0.406
H 8.046 19.353 -5.079  0.393
H 6.695 19.043 -2.309  0.166
H 7.851 21.619 -3.301  0.342
H 8.533 20.640 -2.064  0.544
H 6.127 23.254 -0.606  0.344
H 6.864 23.545 -2.065  0.355
H 7.792 22.906 -0.780  0.366
H 5.607 20.883 -3.137  0.038
H 5.843 20.329 -4.652  0.269

The energy above the lowest of the compared OMol25 structures with the same formula, charge and spin comes out at 498.25 kJ/mol. As for the total charge: +2. The calculation puts the total energy at -4252.757033 Eh.

=====

[4]
The following is a quantum chemistry calculation of a molecular structure, C10H36BCsN4O6 in a non-equilibrium geometry, from the Open Molecules 2025 dataset.

Each line ends with the Mulliken charge.
Atoms and positions in Å:
Cs 11.323 -11.357 -5.117  1.150
B 13.270 -13.962 -5.495  2.163
H 13.881 -14.938 -5.450  -0.897
H 12.631 -13.888 -4.568  -0.509
H 14.110 -13.202 -5.386  -0.258
H 12.742 -13.834 -6.488  -0.418
C 15.651 -15.489 -8.590  0.540
O 16.071 -15.841 -9.704  -0.717
N 16.285 -15.727 -7.417  -0.231
N 14.472 -14.839 -8.501  -0.124
H 15.889 -15.337 -6.585  0.134
H 17.210 -16.105 -7.511  0.204
H 14.193 -14.327 -7.675  -0.061
H 13.875 -14.717 -9.293  0.149
C 13.412 -18.147 -5.877  0.497
O 13.155 -19.261 -6.301  -0.683
N 12.863 -17.020 -6.433  0.036
N 14.286 -17.856 -4.841  -0.273
H 12.168 -17.063 -7.155  0.152
H 13.081 -16.067 -6.160  -0.216
H 14.585 -16.900 -4.850  0.063
H 14.928 -18.592 -4.606  0.239
C 8.249 -15.795 -3.914  -1.447
C 9.596 -15.184 -3.751  0.071
O 10.014 -14.390 -4.865  -0.494
H 7.452 -15.056 -4.053  0.319
H 7.952 -16.268 -2.976  0.391
H 8.161 -16.485 -4.754  0.343
H 10.388 -15.919 -3.587  0.193
H 9.524 -14.541 -2.860  0.261
H 10.968 -14.254 -4.809  0.199
C 17.737 -10.692 -6.559  -1.230
C 16.370 -11.105 -6.035  0.047
O 16.465 -12.437 -5.612  -0.581
H 18.097 -11.551 -7.124  0.320
H 18.455 -10.315 -5.833  0.294
H 17.654 -9.846 -7.249  0.353
H 15.653 -10.974 -6.859  0.196
H 16.016 -10.441 -5.233  0.250
H 15.599 -12.817 -5.440  -0.130
C 8.769 -13.500 -7.978  -0.903
C 10.106 -13.185 -8.633  0.154
O 9.971 -12.041 -9.503  -0.563
H 8.267 -12.569 -7.715  0.316
H 8.802 -14.085 -7.060  0.141
H 8.169 -14.063 -8.696  0.293
H 10.691 -13.973 -9.104  0.364
H 10.772 -12.784 -7.851  -0.206
H 10.421 -12.259 -10.324  0.323
C 13.483 -15.698 -0.861  -1.447
C 13.135 -15.345 -2.319  0.390
O 14.261 -14.627 -2.761  -0.553
H 12.763 -16.368 -0.394  0.385
H 13.498 -14.770 -0.286  0.321
H 14.502 -16.078 -0.865  0.347
H 12.181 -14.813 -2.370  0.047
H 12.947 -16.303 -2.817  0.159
H 14.193 -14.308 -3.673  0.136

The energy above the lowest of the compared OMol25 structures with the same formula, charge and spin comes out at 106.04 kJ/mol. The calculation puts the total energy at -1118.024537 Eh.

=====

Number 1: HOMO energy -12.94 eV. Number 2: HOMO energy -9.83 eV. Number 3: HOMO energy -12.71 eV. Number 4: HOMO energy -9.02 eV.